(1)
Molecular formula: C29H31CrF2N3O3S2Si
Method: DFT, the ωB97M-V functional and the def2-TZVPD basis

XYZ file:
```
72
Properties=species:S:1:pos:R:3:forces:R:3:mulliken_charge:R:1
Cr -0.748 -0.923 0.039 -0.353 -0.244 0.543 -0.2802
C -4.176 3.073 -0.704 -0.177 -0.190 -0.002 -1.0016
Si -2.566 3.990 -0.762 0.113 0.097 -0.072 0.1295
C -2.505 5.184 0.673 0.028 0.158 0.122 -1.0723
C -2.437 4.971 -2.342 -0.009 0.090 -0.162 -1.0722
C -1.002 2.936 -0.612 0.148 -0.183 0.039 0.3314
C 0.189 3.595 -0.330 -0.046 0.028 0.004 -0.1276
C 1.385 2.908 -0.133 0.008 0.142 -0.010 -1.8039
C 1.346 1.538 -0.131 -0.068 -0.200 0.053 0.0855
N 0.223 0.858 -0.395 0.112 0.342 0.061 0.1955
C -0.906 1.535 -0.724 0.053 0.109 -0.133 0.8179
S -2.172 0.469 -1.289 0.147 -0.097 0.121 -0.6880
H -4.981 3.803 -0.565 0.047 -0.037 -0.013 0.3342
H -4.216 2.356 0.119 -0.010 0.043 -0.031 0.3108
H -4.364 2.525 -1.628 -0.008 0.019 0.063 0.3167
H -3.400 5.814 0.662 0.062 -0.025 0.019 0.3448
H -1.638 5.849 0.608 -0.067 -0.028 0.045 0.3266
H -2.465 4.672 1.638 -0.011 0.009 -0.054 0.3257
H -3.287 5.654 -2.439 0.062 -0.039 -0.013 0.3285
H -2.422 4.321 -3.222 0.002 0.036 0.056 0.3375
H -1.523 5.572 -2.352 -0.052 -0.033 -0.028 0.3271
H 0.196 4.680 -0.263 0.012 -0.079 -0.007 0.2884
H 2.317 3.428 0.041 -0.033 -0.013 0.005 0.4535
H 2.230 0.952 0.080 -0.037 -0.041 0.011 0.7782
O 4.151 2.055 5.059 0.000 -0.032 -0.055 -0.4811
C 3.033 1.506 5.596 0.020 -0.010 -0.104 0.6414
O 2.855 1.567 6.778 -0.060 0.014 0.083 -0.5549
C 2.082 0.855 4.646 0.073 -0.008 0.011 0.8054
C 2.450 0.380 3.390 0.032 0.038 -0.072 -1.0528
C 1.526 -0.236 2.569 0.117 -0.091 -0.076 -0.0729
C 0.195 -0.385 2.968 -0.037 -0.064 -0.024 0.0500
C -0.169 0.082 4.237 -0.065 0.108 0.094 -0.6596
C 0.766 0.680 5.059 -0.073 0.002 0.053 -1.0000
N -0.699 -0.996 2.094 -0.158 0.103 -0.281 0.5591
C -1.783 -1.647 2.564 0.131 -0.034 0.039 -0.1344
C -2.635 -2.304 1.660 0.121 0.068 -0.121 0.0684
C -3.780 -3.037 2.038 -0.061 -0.057 0.076 -1.1658
C -4.536 -3.647 1.076 -0.021 -0.009 -0.039 -0.2624
C -4.161 -3.547 -0.278 -0.087 -0.081 0.071 -0.9911
C -3.039 -2.825 -0.590 0.142 0.067 0.094 -0.2771
N -2.287 -2.216 0.341 -0.360 -0.082 -0.053 0.5451
H 4.109 2.020 4.096 -0.012 0.014 0.031 0.2907
H 3.480 0.445 3.048 -0.036 -0.043 0.012 0.3213
H 1.831 -0.671 1.625 0.006 0.052 0.026 0.5108
H -1.194 0.010 4.575 -0.001 -0.011 -0.022 0.4190
H 0.488 1.039 6.042 -0.022 -0.014 -0.020 0.4340
H -1.965 -1.738 3.627 0.041 -0.016 0.032 0.3742
H -4.039 -3.101 3.088 -0.006 0.004 -0.054 0.4466
H -5.420 -4.206 1.355 0.025 0.004 -0.008 0.4224
H -4.735 -4.022 -1.061 0.017 0.017 0.033 0.4059
H -2.702 -2.721 -1.614 0.010 0.054 0.012 0.5109
F 0.191 -2.855 -1.455 -0.021 -0.096 0.165 -0.2615
C 0.339 -2.632 -0.080 0.590 0.274 -0.591 0.1385
F 1.707 -2.500 0.136 -0.102 -0.082 0.042 -0.2646
H 0.052 -3.556 0.415 -0.192 -0.030 0.195 0.3565
C 4.287 -0.889 -1.670 0.009 -0.076 -0.036 -1.2570
S 2.561 -0.766 -2.200 -0.049 0.273 -0.263 1.2022
O 2.456 0.444 -3.070 0.095 -0.216 0.144 -0.7726
C 2.577 -2.188 -3.295 -0.030 -0.032 -0.006 0.0255
C 2.198 -1.969 -4.607 0.046 0.002 -0.040 -0.4176
C 2.153 -3.044 -5.488 0.010 -0.054 0.033 -0.5637
C 2.477 -4.319 -5.047 -0.012 0.012 0.005 -0.4308
C 2.848 -4.527 -3.723 -0.001 0.033 -0.007 -0.7202
C 2.896 -3.462 -2.838 0.003 0.030 -0.002 -0.2871
H 4.907 -1.247 -2.489 0.038 0.074 0.023 0.4199
H 4.343 -1.564 -0.814 0.025 0.014 -0.052 0.3376
H 4.582 0.119 -1.380 -0.031 -0.020 0.048 0.4357
H 1.960 -0.959 -4.920 -0.005 -0.039 0.002 0.4524
H 1.865 -2.883 -6.519 -0.002 0.006 0.009 0.3937
H 2.438 -5.157 -5.732 0.003 0.040 0.012 0.3862
H 3.096 -5.524 -3.379 -0.003 0.021 -0.004 0.3782
H 3.168 -3.625 -1.801 -0.032 0.009 -0.031 0.3097
```
Positions in Å, forces in eV/Å.

Properties
* LUMO energy (alpha / beta): -0.12 / -0.98 eV
* orbital gap (alpha / beta): 6.3 / 7.3 eV
* electronic energy: -3843.779478 Eh
* 2S+1: 5
* E_HOMO (alpha / beta): -6.4 / -8.3 eV



(2)
Molecular formula: C29H31CsN4O6S
Method: DFT, the ωB97M-V functional and the def2-TZVPD basis

XYZ file:
```
72
Properties=species:S:1:pos:R:3:forces:R:3:mulliken_charge:R:1
Cs -0.152 0.636 -0.458 -0.526 -0.564 0.466 1.0325
C -2.416 -2.481 -0.931 0.072 -0.010 -0.090 0.7835
C -2.596 -2.603 0.462 -0.031 -0.077 0.183 0.8400
C -3.280 -1.455 0.918 -0.022 0.014 -0.122 0.4514
C -3.521 -0.627 -0.200 -0.072 0.180 0.156 0.7091
C -2.979 -1.253 -1.338 -0.053 -0.006 -0.169 -0.3774
C -2.993 -0.756 -2.758 0.010 -0.035 0.091 -1.1509
C -4.295 0.662 -0.157 0.020 -0.059 -0.044 -0.8564
C -3.698 -1.163 2.332 0.082 0.001 -0.094 -1.4434
C -2.173 -3.751 1.338 -0.014 0.046 -0.055 -1.8035
C -1.790 -3.469 -1.878 -0.037 0.081 0.074 -1.4827
H -3.503 -1.456 -3.435 0.006 0.003 -0.014 0.2819
H -1.983 -0.618 -3.163 -0.008 0.003 -0.025 0.1337
H -3.509 0.203 -2.848 0.014 0.003 0.002 0.3644
H -5.356 0.505 0.089 -0.002 0.018 0.009 0.2974
H -4.266 1.186 -1.115 0.007 -0.014 0.002 0.3073
H -3.908 1.366 0.588 0.000 0.012 0.003 -0.3343
H -3.821 -2.083 2.912 -0.003 0.000 0.001 0.3889
H -4.657 -0.630 2.365 0.000 -0.001 0.004 0.3351
H -2.970 -0.542 2.871 -0.015 -0.010 0.037 0.0601
H -2.992 -4.089 1.986 0.007 -0.002 0.015 0.5313
H -1.332 -3.500 1.998 0.008 -0.014 -0.003 0.1474
H -1.863 -4.614 0.744 0.007 0.005 0.000 0.3061
H -2.447 -3.687 -2.729 -0.010 -0.002 -0.001 0.4228
H -1.575 -4.422 -1.385 0.016 0.008 -0.005 0.3440
H -0.848 -3.104 -2.304 -0.009 -0.024 -0.030 0.0141
O 1.520 5.200 -5.530 0.041 -0.053 -0.123 -0.5729
C 1.256 4.304 -4.520 -0.019 -0.074 0.100 1.1857
C 1.413 2.942 -4.704 -0.070 -0.060 -0.052 -0.2753
C 1.131 2.090 -3.643 0.237 0.119 -0.157 -0.3763
N 0.719 2.548 -2.464 -0.027 0.082 -0.020 0.1029
C 0.557 3.862 -2.288 0.061 0.041 -0.106 -0.0344
C 0.827 4.781 -3.294 0.009 0.086 -0.095 -0.6171
C 0.057 4.394 -0.917 -0.028 -0.034 0.037 -0.0089
O 0.085 5.632 -0.791 -0.006 0.003 0.026 -0.8223
O -0.324 3.530 -0.093 0.033 0.072 0.006 -0.4280
C 1.368 0.570 -3.853 -0.075 0.263 0.120 -0.1857
O 1.620 0.231 -5.017 0.053 -0.165 0.063 -0.8042
O 1.283 -0.139 -2.814 0.158 -0.111 -0.230 -0.5052
H 1.788 4.683 -6.299 -0.030 0.083 0.091 0.2786
H 1.739 2.499 -5.639 0.001 0.035 -0.004 0.3879
H 0.698 5.835 -3.097 -0.005 -0.009 0.016 0.5181
N 2.247 1.146 4.211 -0.121 0.156 0.146 0.0500
C 3.294 0.378 3.753 -0.087 -0.068 -0.137 0.2833
C 4.564 0.125 4.252 0.102 -0.030 0.015 -1.2649
C 5.378 -0.696 3.488 -0.103 0.061 0.026 -0.2410
C 4.932 -1.232 2.271 0.034 -0.041 -0.024 -0.7815
C 3.663 -0.981 1.780 -0.063 -0.033 -0.096 -0.2663
C 2.826 -0.171 2.544 0.195 0.025 0.286 0.2787
N 1.532 0.251 2.302 -0.023 0.039 -0.097 -0.1484
C 1.229 1.036 3.294 0.251 -0.185 -0.087 0.2789
C 0.002 1.813 3.400 -0.284 0.204 0.010 -0.3251
C -0.164 2.936 4.154 0.081 -0.019 0.073 -0.4164
S -1.689 3.628 3.835 -0.068 0.065 -0.080 -0.2434
C -2.006 2.362 2.708 0.041 0.166 0.026 0.0071
N -1.065 1.495 2.603 0.270 -0.281 -0.203 0.2217
H 2.213 1.686 5.056 0.030 -0.028 0.003 0.1986
H 4.909 0.554 5.185 0.003 -0.007 -0.007 0.3546
H 6.381 -0.919 3.831 0.006 0.000 0.003 0.3575
H 5.606 -1.853 1.694 -0.013 0.002 -0.009 0.4250
H 3.323 -1.371 0.825 0.028 0.003 0.014 0.7160
H 0.549 3.407 4.811 -0.042 0.036 0.002 0.3379
H -2.898 2.337 2.099 -0.078 0.017 0.159 0.0127
C 1.034 -3.347 -0.059 0.059 -0.023 -0.039 -0.3798
C 1.965 -3.161 -1.246 -0.008 0.021 0.030 -0.5085
O 2.635 -1.915 -1.211 0.046 0.006 0.082 -0.4867
H 0.618 -4.358 -0.064 -0.022 0.008 0.030 0.3596
H 0.194 -2.651 -0.088 0.002 0.002 0.014 -0.3088
H 1.578 -3.203 0.878 -0.001 0.004 -0.006 0.3941
H 1.408 -3.269 -2.181 0.014 0.030 -0.001 0.3388
H 2.731 -3.946 -1.232 0.030 -0.016 -0.019 0.2561
H 2.199 -1.294 -1.832 -0.054 0.054 -0.177 0.3546
```
Positions in Å, forces in eV/Å.

Properties
* LUMO energy: 3.55 eV
* orbital gap: 4.2 eV
* electronic energy: -2212.625645 Eh
* net charge: -2
* E_HOMO: -0.6 eV



(3)
Molecular formula: C29H31GeN5O6Pb
Method: DFT, the ωB97M-V functional and the def2-TZVPD basis

XYZ file:
```
73
Properties=species:S:1:pos:R:3:forces:R:3:mulliken_charge:R:1
Pb -0.001 -0.484 0.318 -0.389 -0.569 -0.025 1.7889
O 3.535 0.100 3.553 0.318 0.199 0.574 -0.4624
C 2.419 -0.115 2.886 0.333 -0.369 -1.061 0.0234
O 2.391 -0.539 1.751 -0.011 0.139 0.558 -0.4800
C 1.199 0.253 3.671 -0.242 0.207 0.450 0.3926
C 1.316 0.611 5.013 -0.320 0.047 0.024 -0.6865
C 0.174 1.012 5.693 0.208 -0.076 -0.184 -0.9185
C -1.024 1.073 5.003 -0.067 -0.171 -0.457 -1.0509
C -1.060 0.664 3.663 0.957 0.100 0.901 0.7361
N 0.040 0.246 3.021 -0.242 0.181 0.418 0.4506
C -2.307 0.654 2.874 -0.639 -0.025 -0.536 0.6522
O -3.464 0.903 3.456 0.112 0.112 -0.091 -0.3629
O -2.305 0.398 1.669 -0.247 0.038 0.692 -0.6365
H 4.330 -0.119 3.036 -0.337 -0.057 -0.104 0.4162
H 2.275 0.571 5.502 0.069 0.015 0.041 0.5802
H 0.222 1.280 6.736 0.001 0.073 0.081 0.4838
H -1.903 1.433 5.517 -0.057 0.031 0.063 0.3428
H -3.434 1.072 4.410 0.160 -0.069 -0.125 0.2987
O 1.139 2.425 -6.350 0.072 0.217 0.084 -0.5039
C 0.614 1.128 -6.258 -0.134 -0.307 -0.372 -0.5071
C 0.420 0.761 -4.819 0.054 -0.006 0.301 0.2675
C 0.030 -0.521 -4.438 0.100 0.246 0.010 -1.5351
C -0.067 -0.810 -3.093 -0.012 -0.142 -0.321 -0.3402
N 0.161 0.074 -2.124 -0.055 0.319 -0.139 0.1289
C 0.498 1.325 -2.474 -0.031 -0.220 -0.683 0.6917
C 0.639 1.691 -3.810 -0.020 -0.148 -0.017 -0.6055
C 0.689 2.318 -1.407 0.268 0.547 0.402 0.1929
C 1.369 3.511 -1.641 -0.028 -0.026 0.155 -0.9418
C 1.468 4.457 -0.630 -0.150 -0.269 -0.032 0.6961
C 2.184 5.762 -0.867 -0.097 0.221 0.232 -0.8283
O 2.893 5.798 -2.072 0.135 -0.073 -0.262 -0.5218
C 0.860 4.172 0.590 0.111 -0.059 -0.181 -1.2299
C 0.242 2.947 0.751 0.132 0.273 0.074 -0.1964
N 0.172 2.032 -0.207 -0.359 0.329 -0.554 -0.1437
H 1.267 2.661 -7.274 -0.024 -0.024 0.047 0.3237
H 1.291 0.390 -6.717 -0.147 0.074 0.094 0.3570
H -0.356 1.052 -6.775 0.120 -0.048 0.080 0.3364
H -0.187 -1.278 -5.175 0.013 -0.140 -0.055 0.5060
H -0.337 -1.803 -2.774 -0.075 -0.168 0.021 0.6206
H 0.905 2.694 -4.099 0.018 0.066 0.051 0.5083
H 1.832 3.725 -2.590 0.004 -0.009 -0.063 0.6791
H 2.824 5.983 -0.003 -0.103 0.033 -0.090 0.4402
H 1.429 6.555 -0.935 0.124 -0.085 0.108 0.3016
H 3.755 5.382 -1.969 0.001 0.066 0.041 0.3141
H 0.886 4.887 1.396 -0.027 0.090 0.179 0.4890
H -0.226 2.679 1.687 -0.007 0.036 0.165 0.4515
C -2.053 -2.881 -1.102 -0.287 -0.027 0.165 -1.3380
Ge -3.607 -1.265 0.796 0.559 -0.449 -0.196 0.7236
C -4.629 -0.208 -0.533 0.480 -0.425 0.532 -1.2013
C -4.535 -1.727 2.508 0.397 0.377 -0.729 -1.1952
C -1.976 -2.178 0.246 -1.076 0.867 0.378 -0.4371
H -2.755 -3.717 -1.078 0.064 -0.084 -0.179 0.4598
H -1.081 -3.295 -1.368 0.082 -0.024 -0.159 0.2358
H -2.384 -2.200 -1.884 0.025 -0.022 -0.200 0.3686
H -5.515 -0.765 -0.829 -0.061 -0.052 0.024 0.4430
H -4.016 -0.032 -1.413 0.062 -0.008 -0.022 0.3330
H -4.936 0.745 -0.112 -0.027 0.036 0.093 0.4238
H -5.237 -2.529 2.296 -0.009 -0.125 -0.119 0.4438
H -5.094 -0.885 2.905 -0.046 0.041 -0.044 0.3326
H -3.825 -2.085 3.251 0.079 -0.036 -0.012 0.3733
H -1.670 -2.883 1.020 -0.031 0.046 0.233 0.4246
N 3.318 -7.590 0.112 0.221 -0.479 0.011 -0.3677
C 2.929 -6.514 0.132 0.031 -0.049 0.003 -0.2844
C 2.402 -5.195 0.142 -0.357 0.868 -0.065 0.6351
C 1.848 -4.654 1.305 0.016 -0.031 -0.172 -0.8126
C 1.280 -3.396 1.235 0.100 -0.182 -0.053 -0.1576
N 1.247 -2.672 0.120 0.197 -0.444 -0.141 0.2357
C 1.811 -3.168 -0.975 0.112 -0.166 -0.101 -0.5497
C 2.397 -4.421 -1.020 -0.006 -0.157 0.207 -0.7104
H 1.846 -5.211 2.227 -0.010 -0.060 0.070 0.5180
H 0.828 -2.945 2.106 -0.080 0.006 0.181 0.4704
H 1.788 -2.536 -1.851 0.039 -0.010 -0.119 0.5806
H 2.828 -4.800 -1.933 0.036 -0.010 -0.078 0.5341
```
Positions in Å, forces in eV/Å.

Properties
* LUMO energy: -6.50 eV
* orbital gap: 5.7 eV
* electronic energy: -4118.189974 Eh
* net charge: +2
* E_HOMO: -12.2 eV



> The lowest electronic energy belongs to which entry?

C29H31GeN5O6Pb



> Among the records above, which one has the highest electronic energy?

C29H31CsN4O6S